Record 1
Below is C47H62CaClIO5 as an isolated structure in a non-equilibrium geometry, with properties calculated with ωB97M-V with the def2-TZVPD basis set.

Last column: Mulliken charge in e.
CARTESIAN COORDINATES (ANGSTROEM)
Ca  0.162  0.812  -3.202  0.966
C  -3.263  0.783  -3.864  -1.254
O  -2.217  0.679  -2.890  0.634
C  -2.583  0.198  -1.638  0.620
C  -2.700  1.114  -0.585  -0.519
C  -2.450  2.598  -0.756  -1.300
C  -1.166  3.101  -0.130  0.432
C  -1.147  4.231  0.681  -0.430
C  0.042  4.800  1.131  -0.017
C  1.233  4.202  0.702  -0.730
C  1.262  3.077  -0.102  0.532
C  2.562  2.553  -0.678  -1.124
C  2.784  1.063  -0.518  -0.697
C  3.067  0.567  0.750  -0.119
C  3.259  -0.787  0.996  0.051
C  3.151  -1.652  -0.084  -0.250
C  2.847  -1.217  -1.369  0.341
C  2.548  -2.273  -2.422  -1.256
C  1.246  -2.980  -2.115  0.293
C  1.204  -4.150  -1.367  -0.502
C  0.008  -4.759  -0.994  -0.295
C  -1.172  -4.128  -1.402  -0.868
C  -1.176  -2.961  -2.144  0.614
C  -2.454  -2.224  -2.480  -1.322
C  -2.750  -1.164  -1.431  0.262
C  -3.097  -1.597  -0.147  -0.030
C  -3.232  -0.726  0.919  0.060
C  -3.025  0.631  0.669  -0.341
C  -3.546  -1.194  2.339  2.472
C  -3.705  -2.712  2.426  -2.107
C  -4.848  -0.542  2.823  -1.925
C  -2.397  -0.782  3.270  -1.744
C  0.047  -2.360  -2.531  0.669
O  0.054  -1.276  -3.231  -1.489
C  -0.064  -6.022  -0.138  2.348
C  -0.819  -5.720  1.166  -1.464
C  1.322  -6.547  0.234  -2.130
C  -0.807  -7.132  -0.895  -1.884
C  2.700  0.156  -1.575  0.939
O  2.376  0.647  -2.835  -0.026
C  3.406  0.608  -3.845  -1.225
C  3.509  -1.355  2.393  2.464
C  3.607  -0.260  3.455  -2.332
C  4.818  -2.155  2.404  -1.853
C  2.344  -2.283  2.768  -1.471
C  0.042  2.486  -0.502  -0.259
O  0.040  1.424  -1.246  -0.994
C  0.096  6.054  2.002  2.177
C  0.811  7.182  1.245  -1.702
C  0.863  5.759  3.299  -1.723
C  -1.299  6.551  2.385  -2.112
H  -4.220  0.544  -3.398  0.369
H  -3.049  0.103  -4.688  0.203
H  -3.260  1.806  -4.240  0.155
H  -3.286  3.138  -0.300  0.469
H  -2.438  2.843  -1.821  0.173
H  -2.101  4.679  0.939  0.421
H  2.186  4.643  0.984  0.384
H  3.383  3.069  -0.170  0.498
H  2.617  2.841  -1.733  -0.071
H  3.104  1.288  1.559  0.591
H  3.244  -2.723  0.070  0.154
H  3.362  -3.003  -2.432  0.732
H  2.479  -1.820  -3.409  0.114
H  2.151  -4.591  -1.074  0.509
H  -2.133  -4.557  -1.126  0.348
H  -3.284  -2.937  -2.505  0.736
H  -2.354  -1.765  -3.462  0.224
H  -3.207  -2.664  0.000  0.255
H  -3.085  1.352  1.479  0.518
H  -4.527  -3.067  1.800  0.366
H  -3.919  -2.998  3.459  0.479
H  -2.794  -3.228  2.116  0.296
H  -5.682  -0.824  2.176  0.384
H  -4.772  0.546  2.814  0.325
H  -5.079  -0.860  3.844  0.459
H  -1.457  -1.225  2.934  0.303
H  -2.595  -1.118  4.292  0.473
H  -2.262  0.300  3.285  0.337
H  -0.325  -4.913  1.712  0.164
H  -0.857  -6.605  1.809  0.508
H  -1.843  -5.403  0.964  0.295
H  1.888  -5.810  0.807  0.261
H  1.904  -6.806  -0.654  0.416
H  1.223  -7.447  0.848  0.442
H  -1.820  -6.822  -1.153  0.298
H  -0.873  -8.042  -0.289  0.456
H  -0.287  -7.372  -1.825  0.393
H  4.341  0.286  -3.384  0.365
H  3.486  1.621  -4.240  0.196
H  3.100  -0.090  -4.625  0.243
H  4.431  0.427  3.249  0.433
H  3.781  -0.717  4.433  0.441
H  2.688  0.325  3.515  0.390
H  5.659  -1.518  2.122  0.395
H  4.779  -2.988  1.702  0.260
H  5.009  -2.560  3.403  0.475
H  1.399  -1.738  2.744  0.274
H  2.488  -2.690  3.774  0.503
H  2.258  -3.116  2.069  0.137
H  1.826  6.893  0.972  0.337
H  0.864  8.087  1.859  0.455
H  0.280  7.416  0.320  0.341
H  1.882  5.431  3.088  0.314
H  0.369  4.964  3.862  0.352
H  0.916  6.652  3.931  0.457
H  -1.879  6.831  1.504  0.369
H  -1.210  7.434  3.025  0.442
H  -1.858  5.789  2.932  0.389
I  -0.168  0.939  -6.169  -0.608
C  -0.743  4.891  -3.211  -0.647
O  -1.193  3.717  -3.879  -0.439
H  -1.639  5.449  -2.927  0.261
H  -0.109  5.496  -3.860  0.385
H  -0.170  4.654  -2.312  0.188
H  -0.463  3.370  -4.417  0.217
Cl  2.349  3.878  -4.031  -0.737

## Properties
Molecular weight (g mol⁻¹): 909.44
Strongest force on any atom (eV/Å): 1.8
Energy relative to the best compared isomer or geometry (same formula, charge and spin) (kJ/mol): 0.0
Multiplicity: 1
Charge: -2
Total energy (eV): -99054.34224

=====

Record 2
Below is C47H63BaN2PS2 as an isolated structure, with properties calculated with ωB97M-V with the def2-TZVPD basis set.

Last column: Mulliken charge in e.
CARTESIAN COORDINATES (ANGSTROEM)
Ba  0.561  -1.084  0.847  1.399
C  -3.984  3.281  -1.547  -1.641
C  -2.870  2.956  -0.545  1.585
C  -3.196  3.550  0.820  -1.798
C  -2.617  1.463  -0.536  -1.790
C  -3.137  0.609  0.429  -0.149
C  -3.002  -0.778  0.367  0.064
C  -3.540  -1.527  1.579  0.403
C  -4.348  -2.800  1.345  -1.527
C  -2.359  -1.740  2.529  -0.265
C  -2.312  -1.362  -0.724  1.129
C  -1.717  -0.494  -1.666  0.860
C  -1.866  0.884  -1.543  0.258
C  -0.990  -1.004  -2.891  1.439
C  0.422  -0.421  -2.971  -1.285
C  -1.766  -0.697  -4.173  -1.739
C  -2.597  -2.787  -1.180  -0.716
C  -3.782  -2.823  -1.924  -0.603
C  -4.247  -3.974  -2.529  -1.181
C  -3.513  -5.143  -2.419  -1.052
C  -2.342  -5.133  -1.686  -0.640
C  -1.861  -3.984  -1.044  0.980
P  -0.293  -4.115  -0.103  0.703
C  -0.520  -5.453  1.226  1.874
C  -1.397  -4.879  2.342  -2.059
C  -1.179  -6.761  0.778  -1.989
C  0.842  -5.748  1.872  -1.977
C  1.020  -4.714  -1.345  2.433
C  2.395  -4.300  -0.794  -1.766
C  0.833  -3.946  -2.654  -2.079
C  1.044  -6.203  -1.702  -1.807
H  -4.123  4.358  -1.622  0.490
H  -4.929  2.842  -1.223  0.364
H  -3.757  2.894  -2.540  0.350
H  -1.948  3.426  -0.909  -0.467
H  -4.188  3.247  1.160  0.520
H  -3.197  4.638  0.760  0.306
H  -2.470  3.251  1.577  0.294
H  -3.691  1.026  1.258  0.454
H  -4.214  -0.827  2.079  0.494
H  -3.775  -3.602  0.883  0.120
H  -5.205  -2.598  0.703  0.320
H  -4.728  -3.164  2.301  0.485
H  -1.612  -2.373  2.039  -0.705
H  -2.644  -2.256  3.447  0.509
H  -1.920  -0.776  2.810  0.241
H  -1.428  1.528  -2.298  0.644
H  -0.916  -2.086  -2.808  -1.234
H  0.405  0.665  -3.069  0.307
H  0.967  -0.822  -3.826  0.474
H  1.030  -0.644  -2.079  0.320
H  -1.784  0.374  -4.378  0.311
H  -2.796  -1.043  -4.100  0.357
H  -1.302  -1.193  -5.026  0.482
H  -4.349  -1.906  -2.026  0.620
H  -5.170  -3.953  -3.091  0.450
H  -3.845  -6.053  -2.898  0.474
H  -1.779  -6.050  -1.613  0.427
H  -2.377  -4.561  1.983  0.311
H  -0.914  -4.042  2.854  0.217
H  -1.559  -5.657  3.090  0.648
H  -2.217  -6.605  0.488  0.418
H  -1.180  -7.447  1.627  0.560
H  -0.660  -7.258  -0.037  0.305
H  1.350  -4.834  2.193  0.298
H  1.518  -6.307  1.236  0.349
H  0.671  -6.348  2.767  0.527
H  2.445  -3.218  -0.605  0.291
H  3.161  -4.511  -1.543  0.507
H  2.677  -4.818  0.119  0.300
H  0.941  -2.873  -2.505  0.291
H  -0.130  -4.142  -3.121  0.321
H  1.615  -4.251  -3.352  0.717
H  1.186  -6.860  -0.853  0.329
H  1.879  -6.376  -2.383  0.556
H  0.140  -6.509  -2.228  0.310
S  3.120  0.465  1.009  -0.427
C  2.850  2.118  0.783  0.419
N  3.739  2.958  0.320  0.147
C  3.458  4.400  0.349  -0.652
C  2.773  4.726  1.651  -0.754
N  1.557  3.909  1.740  0.268
C  0.384  4.541  2.350  -1.904
C  -0.245  5.578  1.450  1.164
C  -0.249  5.429  0.068  0.293
C  -0.879  6.367  -0.736  -0.934
C  -1.516  7.457  -0.161  -0.606
C  -1.514  7.610  1.218  -0.688
C  -0.876  6.677  2.020  -0.851
C  1.519  2.710  1.216  -0.057
S  0.089  1.873  0.957  0.002
C  5.086  2.571  -0.148  -1.487
C  6.130  3.083  0.805  0.691
C  6.244  2.520  2.074  -0.163
C  7.183  3.006  2.967  -0.748
C  8.017  4.054  2.597  -0.455
C  7.913  4.611  1.333  -0.636
C  6.968  4.128  0.438  -0.300
H  2.824  4.664  -0.502  0.362
H  4.408  4.926  0.264  0.453
H  2.464  5.771  1.665  0.495
H  3.418  4.529  2.512  0.411
H  0.727  4.995  3.282  0.502
H  -0.325  3.748  2.593  0.496
H  0.222  4.566  -0.389  0.515
H  -0.877  6.247  -1.811  0.434
H  -2.008  8.189  -0.785  0.447
H  -2.002  8.462  1.669  0.436
H  -0.872  6.806  3.095  0.442
H  5.205  3.006  -1.142  0.399
H  5.101  1.486  -0.232  0.517
H  5.606  1.690  2.354  0.383
H  7.276  2.563  3.949  0.429
H  8.755  4.428  3.292  0.406
H  8.570  5.418  1.039  0.403
H  6.896  4.556  -0.555  0.422

## Properties
Molecular weight (g mol⁻¹): 888.47
Strongest force on any atom (eV/Å): 0.7
Energy relative to the best compared isomer or geometry (same formula, charge and spin) (kJ/mol): 52.7
Multiplicity: 1
Charge: +2
Total energy (eV): -84385.77407